No. 1
C7H15N2 | wB97M-V/def2-TZVPD

The geometry in XYZ format:
```
24
Properties=species:S:1:pos:R:3:nbo_charge:R:1
C -1.8737 1.6246 0.1089 -0.44
C -0.5074 2.1618 0.2413 -0.43
C -1.9231 0.1873 0.5135 -0.31
C 0.4026 1.1413 -0.5262 -0.07
C 3.2732 -0.9699 0.3251 -0.40
C -2.1036 -0.8041 -0.3993 0.01
C 1.1336 0.2159 0.1353 -0.14
N -2.0147 -2.2093 -0.2004 -0.84
N 1.9816 -0.8233 -0.3615 -0.52
H -2.7057 2.2311 0.5492 0.25
H -2.1727 1.6952 -1.0220 0.21
H -0.0044 3.1888 -0.0531 0.26
H -0.1268 2.0318 1.3332 0.20
H -1.7753 0.0091 1.5157 0.20
H 0.4932 1.3301 -1.5722 0.21
H 3.3933 -1.9234 0.6756 0.23
H 4.0126 -0.6380 -0.4161 0.23
H 3.2435 -0.2520 1.0942 0.23
H -2.5211 -0.5972 -1.3774 0.19
H 0.9099 0.1476 1.1990 0.22
H -2.1741 -2.5450 0.7271 0.39
H -2.5117 -2.6565 -0.9560 0.39
H 2.2101 -0.8452 -1.3667 0.45
H 1.3604 -1.7005 -0.1672 0.46
```

Its largest force on an atom is 5.3 eV/Å. Its relative energy (zero: lowest compared OMol25 entry of this formula, charge and spin) is 297.60 kJ/mol. The SMILES is C[NH2+]/C=C/CC/C=C/N. As for the total charge: +1. The LUMO energy comes out at -0.1194 hartree. As for the HOMO energy: -11.369 eV. The value obtained for the orbital gap is 8.121 eV.

---

No. 2
C7H9F3NO4PdS2 | wB97M-V/def2-TZVPD

The geometry in XYZ format:
```
27
Properties=species:S:1:pos:R:3:nbo_charge:R:1
Pd 0.1920 0.0925 0.2653 0.71
N -2.3983 1.2645 -2.9863 -0.84
C -1.5822 1.1485 -1.8909 0.69
O -0.4236 0.8135 -2.0080 -0.61
C -2.1899 1.4747 -0.5479 -0.54
C -1.8639 0.3871 0.4771 -0.53
H -2.0336 0.9419 -3.8660 0.39
H -3.3913 1.3590 -2.8860 0.38
H -3.2688 1.6329 -0.6761 0.18
H -1.7394 2.4108 -0.2083 0.25
H -2.3807 -0.5392 0.2307 0.17
H -2.0977 0.7150 1.4876 0.19
F 2.0975 4.1470 2.3014 -0.33
C 1.9491 2.9374 2.8652 0.88
F 1.2526 3.1311 4.0069 -0.34
F 3.1776 2.5271 3.2264 -0.33
C 1.2355 1.9099 1.9459 0.66
O 0.7567 2.3615 0.8830 -0.72
O 1.1978 0.7557 2.3872 -0.69
C 1.4907 -4.7989 -0.7411 -0.26
O 2.1667 -3.5502 -0.7943 -0.52
C 1.5241 -2.3989 -0.5259 0.01
S -0.1302 -2.3361 -0.1886 -0.22
S 2.4592 -1.0194 -0.5631 -0.15
H 1.9309 -5.3956 0.0580 0.18
H 1.6425 -5.3040 -1.6948 0.18
H 0.4267 -4.6677 -0.5574 0.21
```

Its largest force on an atom is 1.7 eV/Å. As for the total charge: -1. The LUMO energy (spin up / spin down) comes out at 0.1066 / 0.1066 hartree. As for the HOMO energy (spin up / spin down): -4.017 / -4.016 eV. The value obtained for the orbital gap (spin up / spin down) is 6.918 / 6.917 eV.

---

No. 3
C49H74N10O7PRb | wB97M-V/def2-TZVPD

The geometry in XYZ format:
```
142
Properties=species:S:1:pos:R:3:nbo_charge:R:1
Rb -0.8125 -0.3550 0.4483 0.87
C 1.2967 5.3556 5.9536 -0.62
C 1.2314 4.2911 4.8882 -0.12
C 2.2518 4.0447 4.0311 -0.12
C 2.1964 3.0108 3.0418 -0.32
C 3.2175 2.9876 2.0859 0.23
N 3.5844 2.0400 1.2484 -0.51
C 3.4245 0.5948 1.3829 -0.27
C 4.7203 -0.0227 1.9184 -0.40
C 4.7354 -1.5363 1.7471 -0.21
N 3.6102 -2.1469 2.4321 -0.53
C 3.6368 -3.1943 3.2115 0.21
C 2.4690 -3.7229 3.7867 -0.31
C 2.5436 -4.8416 4.6573 -0.08
C 1.4388 -5.3546 5.2623 -0.12
C 1.4943 -6.5488 6.1819 -0.62
C 0.1927 -4.7248 4.9829 -0.11
C 0.0402 -3.6709 4.1285 -0.19
C -1.3138 -3.1243 3.8853 0.12
N -1.6274 -2.5961 2.7877 -0.40
C -2.9747 -2.1010 2.5339 -0.28
C -3.3825 -0.9334 3.4439 -0.40
C -3.1056 0.4651 2.8966 -0.27
N -1.7085 0.8660 2.9954 -0.40
C -1.4494 1.9222 3.6391 0.11
C -0.1163 2.5494 3.7798 -0.21
C 0.0375 3.5240 4.7159 -0.06
C 0.9882 2.2134 2.8758 0.55
O 0.8560 1.4092 1.9480 -0.67
C 1.2058 -3.0937 3.4815 0.53
O 1.1399 -2.0788 2.7368 -0.68
H 2.2924 5.7964 6.0051 0.21
H 1.0592 4.9442 6.9377 0.21
H 0.5820 6.1601 5.7579 0.21
H 3.1593 4.6410 4.0962 0.20
H 3.7858 3.9081 1.9624 0.19
H 4.1732 2.3277 0.4742 0.43
H 3.1997 0.1898 0.3944 0.24
H 2.5715 0.3924 2.0201 0.26
H 4.8441 0.2377 2.9731 0.21
H 5.5764 0.3860 1.3728 0.21
H 5.6646 -1.9614 2.1273 0.20
H 4.6653 -1.7768 0.6803 0.20
H 2.6240 -1.8007 2.3146 0.46
H 4.6034 -3.6511 3.4187 0.19
H 3.5185 -5.2866 4.8432 0.19
H 2.5251 -6.8173 6.4136 0.21
H 1.0150 -7.4205 5.7283 0.22
H 0.9777 -6.3474 7.1231 0.21
H -0.6972 -5.1164 5.4719 0.21
H -2.0428 -3.2454 4.7016 0.15
H -3.6897 -2.9170 2.6781 0.20
H -3.0624 -1.7874 1.4838 0.24
H -2.9120 -1.0435 4.4254 0.20
H -4.4627 -0.9939 3.5928 0.22
H -3.7712 1.1693 3.4167 0.16
H -3.3907 0.4693 1.8380 0.25
H -2.2603 2.4747 4.1398 0.14
H -0.8155 3.7595 5.3506 0.19
C 3.6834 -0.0894 -4.4110 -0.41
N 3.7328 -1.2004 -3.4898 -0.46
C 4.8710 -2.0819 -3.6745 -0.41
C 2.9694 -1.2313 -2.3367 0.64
N 2.4651 -0.2221 -1.7192 -0.60
C 3.0043 1.0646 -1.8070 0.19
C 4.3874 1.2784 -1.7693 -0.32
C 4.9477 2.5523 -1.7370 -0.23
C 4.1010 3.6557 -1.7301 -0.27
C 2.7260 3.4596 -1.7410 -0.26
C 2.1404 2.1832 -1.7775 0.13
N 0.7665 2.0368 -1.6593 -0.59
C -0.0593 2.8034 -2.2908 0.66
N -1.2410 3.1846 -1.7241 -0.43
C -2.4755 3.2513 -2.5034 -0.43
C -1.4569 2.9267 -0.3084 -0.41
N 0.1640 3.3011 -3.5644 -0.47
C -0.0902 4.6918 -3.8943 -0.41
C 1.0607 2.6030 -4.4536 -0.41
N 2.7371 -2.5119 -1.8617 -0.45
C 2.3116 -3.5586 -2.7841 -0.41
C 2.2091 -2.6795 -0.5197 -0.40
H 4.5044 0.6185 -4.2607 0.20
H 2.7476 0.4455 -4.2932 0.23
H 3.7389 -0.4747 -5.4325 0.20
H 5.7926 -1.4918 -3.7293 0.19
H 4.7865 -2.6549 -4.6028 0.19
H 4.9527 -2.7748 -2.8432 0.22
H 5.0347 0.4062 -1.7581 0.21
H 6.0245 2.6753 -1.7259 0.21
H 4.5052 4.6609 -1.7064 0.21
H 2.0594 4.3150 -1.6949 0.21
H -3.0561 4.1243 -2.1924 0.19
H -3.0718 2.3543 -2.3364 0.25
H -2.2606 3.3356 -3.5640 0.21
H -0.4997 2.7634 0.1791 0.24
H -2.0916 2.0461 -0.1752 0.21
H -1.9597 3.7891 0.1384 0.19
H -0.6030 5.1846 -3.0728 0.22
H -0.7038 4.7823 -4.7948 0.19
H 0.8563 5.2140 -4.0757 0.19
H 1.0034 1.5381 -4.2356 0.22
H 2.1030 2.9319 -4.3664 0.19
H 0.7327 2.7622 -5.4836 0.20
H 2.5102 -3.2674 -3.8113 0.22
H 1.2366 -3.7365 -2.6794 0.20
H 2.8322 -4.4965 -2.5770 0.19
H 2.3566 -1.7679 0.0516 0.22
H 2.7067 -3.5160 -0.0206 0.19
H 1.1389 -2.8879 -0.5419 0.20
C -4.4644 -3.1389 -3.9020 -0.62
C -3.5373 -2.0878 -3.3149 0.29
C -2.1560 -2.6755 -3.0424 -0.64
C -3.4317 -0.8947 -4.2627 -0.64
O -4.1358 -1.7406 -2.0460 -0.85
P -3.8267 -0.4061 -1.2030 2.58
O -4.3706 -0.6330 0.1625 -1.19
O -2.3917 -0.0172 -1.3755 -1.24
O -4.6644 0.7431 -1.9720 -0.87
C -6.0725 1.0251 -1.8197 0.28
C -6.4008 1.9293 -2.9975 -0.61
C -6.2952 1.7600 -0.5022 -0.64
C -6.9088 -0.2494 -1.8779 -0.64
H -4.0648 -3.5124 -4.8483 0.20
H -5.4519 -2.7085 -4.0834 0.21
H -4.5756 -3.9742 -3.2073 0.22
H -1.7029 -3.0335 -3.9706 0.20
H -2.2384 -3.5092 -2.3417 0.21
H -1.5135 -1.9090 -2.6031 0.24
H -2.9891 -1.2288 -5.2030 0.20
H -2.8097 -0.1079 -3.8329 0.24
H -4.4210 -0.4800 -4.4688 0.21
H -5.7648 2.8173 -2.9743 0.21
H -7.4466 2.2423 -2.9629 0.21
H -6.2205 1.4025 -3.9380 0.21
H -5.7130 2.6855 -0.4848 0.20
H -5.9795 1.1313 0.3313 0.25
H -7.3533 2.0074 -0.3904 0.20
H -6.7949 -0.7412 -2.8470 0.21
H -7.9615 -0.0004 -1.7310 0.20
H -6.5997 -0.9480 -1.0989 0.24
O -0.8416 -4.5451 0.6756 -0.53
C -0.7863 -3.4172 0.6442 0.52
```

Its largest force on an atom is 1.8 eV/Å. The LUMO energy comes out at -0.0023 hartree. As for the HOMO energy: -7.309 eV. The value obtained for the orbital gap is 7.247 eV.